Here is a molecular structure, C14H30F6N6O18S2V2 from the OMol25 dataset. Energies are from ωB97M-V/def2-TZVPD.

Structure (XYZ):
```
78
Properties=species:S:1:pos:R:3:forces:R:3:lowdin_charge:R:1
V 0.247843 1.463253 2.073459 -0.93 1.11 -0.60 1.168
V -0.110309 -0.135215 -2.805140 1.44 0.06 0.13 1.164
N -1.126604 0.725687 -0.034716 3.04 0.71 0.76 -0.428
O -0.579231 -0.098549 0.741189 -0.69 -0.13 0.07 -0.019
O -1.330248 0.434945 -1.216328 -1.41 -0.42 -0.79 -0.044
O -1.168088 1.902155 0.363387 -0.59 -0.21 -0.11 0.061
N 1.355273 -2.239170 -1.974156 0.19 2.00 -0.28 -0.510
O 1.991343 -3.162962 -1.611298 0.11 -0.72 0.10 0.170
O 1.489567 -1.675191 -3.118281 -0.77 0.08 -0.47 -0.052
O 0.531184 -1.597372 -1.243163 -0.89 -0.11 -0.25 -0.081
N 0.586639 3.994552 2.762415 -0.32 -1.46 -0.11 -0.503
O 0.715918 5.107200 3.129400 0.06 0.47 -0.03 0.173
O 1.533083 3.233670 2.367151 0.27 -0.36 0.19 -0.068
O -0.527624 3.352906 2.750695 -0.03 -0.22 -0.03 -0.061
N 0.139477 1.816516 -4.574786 0.05 -0.32 0.99 -0.506
O 0.329720 2.756960 -5.266170 -0.03 0.12 -0.35 0.165
O 0.778808 0.718143 -4.655849 -0.14 -0.74 0.41 -0.042
O -0.706347 1.805551 -3.611402 -0.18 -0.59 0.18 -0.067
C -3.256027 0.957839 4.857089 0.11 0.01 -0.17 -0.654
F -2.273758 1.196133 5.740816 -0.19 0.01 -0.05 0.130
F -4.174591 0.190260 5.439437 0.04 0.18 -0.05 0.148
F -3.805556 2.115559 4.498354 0.05 -0.08 0.16 0.152
S -2.565847 0.081973 3.390109 -0.16 -0.76 -0.04 0.540
O -2.223470 -1.220149 3.886693 0.20 0.08 0.07 -0.263
O -3.537107 0.162108 2.346479 -0.13 0.22 -0.11 -0.251
O -1.366191 0.914395 3.122650 0.64 0.48 0.09 -0.414
C 2.921659 2.916319 -1.237202 -0.04 -0.15 0.18 -0.621
F 4.227625 2.931508 -0.970182 -0.46 0.17 -0.13 0.157
F 2.299921 3.847682 -0.515443 0.25 -0.16 -0.39 0.158
F 2.719189 3.129362 -2.536260 0.17 0.08 0.42 0.160
S 2.253359 1.231798 -0.784876 -0.04 -0.67 -0.12 0.625
O 3.343326 0.316924 -0.744383 0.13 0.17 -0.01 -0.210
O 1.585780 1.426961 0.504033 0.06 0.18 0.19 -0.364
O 1.277211 0.974365 -1.845226 0.17 0.63 0.05 -0.355
C 2.084531 -1.692970 1.671404 0.15 0.14 0.14 -0.064
C 1.377271 -1.288164 2.954023 -0.65 -0.15 -1.13 -0.202
N 1.456292 0.165112 3.314058 0.75 -0.13 0.70 -0.210
C 0.992972 0.227504 4.734058 -1.05 0.34 0.14 -0.234
C 0.982148 1.612641 5.353851 0.19 0.01 0.26 -0.052
C 2.872154 0.615384 3.263507 0.97 0.57 -0.12 -0.246
C 3.867297 -0.082238 4.177190 -0.32 -0.25 0.40 -0.060
H 1.703012 -1.127081 0.829089 0.10 -0.02 -0.08 0.030
H 1.864184 -2.740812 1.471105 -0.02 -0.02 0.04 0.095
H 3.167144 -1.583843 1.720665 0.01 0.01 -0.05 0.082
H 0.319624 -1.497890 2.772728 -0.05 -0.05 0.49 0.114
H 1.724493 -1.905056 3.780550 -0.03 0.15 0.19 0.124
H 1.532459 -0.496366 5.343403 0.37 0.15 -0.07 0.120
H -0.038972 -0.122433 4.763954 0.10 -0.15 -0.27 0.095
H 0.504856 1.511472 6.330370 0.09 0.08 0.02 0.091
H 0.373644 2.330267 4.802913 -0.06 -0.12 -0.10 0.061
H 1.971033 2.047365 5.504224 0.03 -0.07 -0.02 0.082
H 3.261324 0.536819 2.249691 -0.37 -0.11 -0.14 0.104
H 2.950196 1.677917 3.497536 -0.48 0.00 -0.04 0.105
H 3.917593 -1.157216 4.003187 0.20 0.02 -0.10 0.078
H 4.839404 0.377647 4.012002 0.10 -0.17 -0.12 0.089
H 3.638803 0.056836 5.235450 -0.03 0.06 -0.03 0.075
C -3.422455 0.649230 -3.527360 0.84 -0.46 -0.47 -0.061
C -3.110636 -0.842685 -3.332201 -0.39 0.84 0.16 -0.221
N -1.741625 -1.307734 -3.715335 0.01 0.31 0.54 -0.230
C -1.586575 -2.675639 -3.150909 0.18 -0.92 -0.17 -0.241
C -2.540024 -3.741881 -3.679477 -0.44 -0.13 0.27 -0.062
C -1.628974 -1.306442 -5.191477 0.35 -0.36 -0.50 -0.224
C -0.368417 -1.965294 -5.732122 0.19 -0.34 -0.55 -0.069
H -4.500127 0.760045 -3.461252 -0.03 0.24 0.06 0.087
H -3.068955 0.974883 -4.507603 -0.39 0.03 -0.10 0.070
H -2.894851 1.289732 -2.830034 -0.30 -0.03 0.28 0.052
H -3.269458 -1.084264 -2.281202 0.08 -0.16 -0.02 0.124
H -3.854384 -1.380745 -3.923717 0.18 -0.29 0.02 0.117
H -0.573392 -3.041047 -3.319844 0.04 0.27 -0.19 0.103
H -1.709860 -2.635654 -2.069324 -0.02 0.32 0.00 0.123
H -2.300433 -4.691558 -3.198178 0.16 0.05 -0.01 0.089
H -3.570690 -3.532682 -3.388012 0.00 0.03 -0.16 0.077
H -2.503181 -3.915742 -4.753653 0.09 0.15 -0.02 0.074
H -1.691849 -0.289043 -5.571511 -0.06 0.10 0.26 0.112
H -2.479931 -1.860167 -5.600962 -0.11 0.19 0.03 0.122
H -0.244736 -1.718525 -6.789954 -0.24 0.13 0.05 0.092
H -0.449969 -3.054689 -5.712891 0.09 0.04 0.22 0.080
H 0.573132 -1.671112 -5.276435 -0.17 0.04 0.26 0.052
```
Positions in Å, forces in eV/Å.

Multiplicity: 5
Net charge: 0
Total energy: -150142.9299 eV
Expectation value of S²: 6.029